Record 1
Molecular formula: C6H16N2
Method: DFT, ωB97M-V/def2-TZVPD

```
24
C6H16N2 (ωB97M-V/def2-TZVPD)
C 0.563 -1.101 2.539
N 0.567 0.052 1.629
C -0.289 -0.035 0.425
C 0.040 -1.284 -0.438
N -0.985 -1.669 -1.447
C -0.164 1.308 -0.360
C -1.052 1.404 -1.614
C 1.291 1.580 -0.759
H 1.529 -1.107 3.050
H 0.311 -2.079 2.141
H -0.163 -1.030 3.364
H 1.517 0.064 1.298
H -1.324 -0.076 0.786
H 0.900 -1.048 -1.076
H 0.246 -2.136 0.184
H -0.823 -2.616 -1.749
H -1.921 -1.567 -1.077
H -0.517 2.074 0.336
H -1.577 0.464 -1.810
H -1.970 1.946 -1.343
H -0.619 1.727 -2.552
H 2.001 1.517 0.065
H 1.409 2.603 -1.130
H 1.534 0.903 -1.580
```

Calculated values
Kohn-Sham gap: 10.035 eV
Strongest force on any atom: 0.0481 Eh/bohr
SMILES: CN[C@H](CN)C(C)C
Relative energy (zero: lowest compared OMol25 entry of this formula, charge and spin): 30.0 kcal per mole
Molar mass: 116.21 Da
LUMO level: 1.07 eV

=====

Record 2
Molecular formula: C6H16N2
Method: DFT, ωB97M-V/def2-TZVPD

```
24
C6H16N2 (ωB97M-V/def2-TZVPD)
C 2.405 -0.590 1.111
N 1.358 -0.959 0.204
C 0.426 0.102 -0.103
C -0.475 0.556 1.154
N 0.006 1.888 1.539
C -0.521 -0.313 -1.259
C -1.215 0.967 -1.759
C -1.451 -1.514 -1.001
H 2.151 -0.523 2.194
H 2.992 0.229 0.759
H 3.044 -1.471 1.230
H 0.902 -1.853 0.257
H 1.010 1.012 -0.264
H -1.505 0.473 0.818
H -0.442 -0.162 1.972
H -0.645 2.449 2.064
H 0.928 1.791 1.933
H 0.292 -0.583 -2.003
H -1.684 0.742 -2.713
H -1.862 1.355 -0.973
H -0.523 1.755 -2.071
H -0.928 -2.443 -1.126
H -2.174 -1.410 -1.833
H -2.089 -1.498 -0.131
```

Calculated values
Kohn-Sham gap: 9.250 eV
Strongest force on any atom: 0.0611 Eh/bohr
SMILES: CN[C@H](CN)C(C)C
Relative energy (zero: lowest compared OMol25 entry of this formula, charge and spin): 34.6 kcal per mole
Molar mass: 116.21 Da
LUMO level: 1.09 eV